Record 1
{"formula": "C3H3Cl3O", "method": "ωB97M-V with the def2-TZVPD basis set", "species": ["C", "C", "C", "H", "H", "H", "O", "Cl", "Cl", "Cl"], "coordinates": [[0.501, 0.895, -0.576], [-0.151, -0.446, -0.353], [-0.593, -0.772, 1.106], [0.814, 1.014, -1.593], [-1.012, -0.557, -1.010], [-0.961, -1.819, 1.291], [-0.628, 0.051, 1.993], [-0.735, 2.118, -0.320], [1.859, 1.244, 0.485], [0.906, -1.728, -1.022]], "de_lowest_ev": 0.0984, "gap_ev": 10.655, "smiles": "O=C[C@H](Cl)C(Cl)Cl", "e_homo_ev": -10.382, "lumo_energy_ev": 0.27}

Record 2
{"formula": "C3H3Cl3O", "method": "ωB97M-V with the def2-TZVPD basis set", "species": ["C", "C", "C", "O", "Cl", "Cl", "Cl", "H", "H", "H"], "coordinates": [[-0.376, 0.941, -0.172], [0.012, -0.196, 0.814], [-0.317, -0.423, -0.804], [1.365, -0.472, 1.130], [-1.029, -0.713, 2.044], [1.166, -0.815, -1.711], [-1.745, -1.130, -1.437], [-1.301, 1.481, 0.051], [0.463, 1.630, -0.203], [1.762, -0.302, 0.287]], "de_lowest_ev": 1.3221, "gap_ev": 10.052, "smiles": "O[C@@]1(Cl)CC1(Cl)Cl", "e_homo_ev": -9.417, "lumo_energy_ev": 0.64}

Record 3
{"formula": "C3H3Cl3O3S", "method": "ωB97M-V with the def2-TZVPD basis set", "species": ["C", "C", "C", "O", "O", "O", "S", "Cl", "Cl", "Cl", "H", "H", "H"], "coordinates": [[0.629, -0.389, 0.225], [-0.548, 0.043, -0.612], [1.892, -0.665, -0.063], [-3.964, -0.203, -0.030], [-2.832, 0.142, 2.096], [-1.631, 0.607, -0.024], [-2.597, -0.539, 0.884], [-0.129, -0.950, 1.720], [-1.223, -1.573, -1.276], [0.022, 0.944, -1.975], [-3.700, 0.513, -0.618], [2.503, -1.050, 0.691], [2.433, -0.211, -1.069]], "de_lowest_ev": 1.6451, "gap_ev": 10.140, "e_homo_ev": -10.393, "lumo_energy_ev": -0.25}